No. 1
{"formula": "C39H83FN2O2P", "method": "ωB97M-V/def2-TZVPD", "spin_multiplicity": 3, "homo_ev": [-3.437, -3.437], "s_squared": 2.008, "charge": -1, "e_tot_ha": -2236.798359, "elements": ["C", "C", "C", "C", "C", "C", "C", "C", "C", "C", "C", "C", "C", "C", "C", "C", "C", "C", "P", "C", "C", "C", "F", "H", "H", "H", "H", "H", "H", "H", "H", "H", "H", "H", "H", "H", "H", "H", "H", "H", "H", "H", "H", "H", "H", "H", "H", "H", "H", "H", "H", "H", "H", "H", "H", "H", "H", "H", "H", "H", "H", "H", "H", "H", "H", "H", "H", "H", "H", "H", "C", "C", "C", "C", "C", "C", "N", "O", "C", "C", "C", "H", "H", "H", "H", "H", "H", "H", "H", "H", "H", "H", "H", "H", "H", "H", "H", "H", "H", "C", "C", "C", "C", "C", "C", "N", "O", "C", "C", "C", "H", "H", "H", "H", "H", "H", "H", "H", "H", "H", "H", "H", "H", "H", "H", "H", "H", "H"], "coordinates": [[6.261, 1.046, 3.214], [5.256, 1.474, 2.135], [5.577, 0.884, 0.762], [4.804, 1.531, -0.392], [3.412, 0.953, -0.708], [3.250, -0.557, -0.555], [1.855, -1.040, -0.988], [1.110, -1.896, 0.041], [-0.404, -1.737, -0.051], [-1.165, -2.799, 0.760], [-2.277, -2.252, 1.655], [-3.442, -1.569, 0.917], [-4.711, -2.425, 0.876], [-5.551, -2.398, 2.152], [-6.246, -1.059, 2.404], [-7.445, -0.831, 1.479], [-8.599, -1.824, 1.692], [-9.971, -1.166, 1.699], [-10.652, -0.832, -0.074], [-12.301, -0.150, 0.710], [-13.385, -0.029, -0.307], [-13.250, 1.182, -1.199], [-14.682, 0.074, 0.320], [5.765, 0.701, 4.123], [6.926, 1.863, 3.496], [6.894, 0.226, 2.865], [4.247, 1.174, 2.433], [5.247, 2.564, 2.044], [5.394, -0.193, 0.798], [6.651, 0.994, 0.581], [4.671, 2.590, -0.144], [5.419, 1.511, -1.296], [3.173, 1.203, -1.747], [2.648, 1.457, -0.106], [4.023, -1.048, -1.158], [3.430, -0.858, 0.481], [1.947, -1.616, -1.914], [1.232, -0.174, -1.238], [1.456, -1.648, 1.050], [1.355, -2.953, -0.111], [-0.684, -0.730, 0.277], [-0.688, -1.813, -1.102], [-0.452, -3.325, 1.406], [-1.581, -3.553, 0.083], [-2.681, -3.084, 2.242], [-1.833, -1.565, 2.384], [-3.184, -1.297, -0.112], [-3.663, -0.621, 1.415], [-4.411, -3.464, 0.685], [-5.329, -2.137, 0.022], [-4.917, -2.667, 3.006], [-6.318, -3.175, 2.085], [-5.533, -0.236, 2.275], [-6.584, -1.010, 3.445], [-7.820, 0.186, 1.624], [-7.108, -0.867, 0.438], [-8.596, -2.568, 0.884], [-8.429, -2.383, 2.623], [-10.695, -1.821, 2.196], [-9.939, -0.220, 2.256], [-11.268, -2.200, -0.092], [-11.160, -0.610, -1.443], [-10.072, 0.548, -0.078], [-9.411, -1.370, -0.680], [-12.119, 0.829, 1.172], [-12.617, -0.856, 1.482], [-13.446, -0.950, -0.898], [-13.492, 2.077, -0.620], [-13.924, 1.130, -2.057], [-12.222, 1.254, -1.561], [-2.540, 0.439, -5.696], [-2.021, -0.571, -4.667], [-1.507, -1.850, -5.338], [-2.619, -2.743, -5.884], [-3.652, -3.064, -4.806], [-4.235, -1.817, -4.134], [-3.079, -0.972, -3.671], [-2.583, -1.369, -2.567], [-5.172, -1.062, -5.081], [-5.061, -2.200, -2.913], [-0.890, 0.101, -3.894], [-3.029, -0.023, -6.548], [-3.234, 1.143, -5.237], [-1.694, 1.008, -6.084], [-0.931, -2.414, -4.598], [-0.813, -1.563, -6.134], [-3.100, -2.275, -6.747], [-2.181, -3.674, -6.251], [-4.480, -3.640, -5.227], [-3.188, -3.686, -4.034], [-5.443, -0.093, -4.661], [-6.086, -1.646, -5.190], [-4.768, -0.909, -6.076], [-4.495, -2.787, -2.196], [-5.913, -2.793, -3.249], [-5.445, -1.315, -2.404], [-1.258, 0.973, -3.351], [-0.130, 0.429, -4.607], [-0.431, -0.575, -3.179], [10.787, 4.961, 3.518], [10.976, 3.546, 4.078], [12.458, 3.152, 4.109], [13.043, 2.873, 2.726], [12.216, 1.831, 1.975], [10.729, 2.190, 1.881], [10.246, 2.513, 3.267], [9.886, 1.490, 3.937], [10.497, 3.346, 0.905], [9.922, 1.001, 1.377], [10.395, 3.525, 5.487], [11.490, 5.212, 2.728], [9.774, 5.098, 3.138], [10.942, 5.679, 4.323], [12.561, 2.254, 4.727], [13.014, 3.951, 4.609], [13.115, 3.796, 2.145], [14.065, 2.506, 2.839], [12.600, 1.694, 0.960], [12.306, 0.868, 2.486], [9.469, 3.706, 0.975], [10.656, 2.976, -0.108], [11.167, 4.186, 1.049], [10.087, 0.112, 1.978], [10.212, 0.784, 0.347], [8.856, 1.230, 1.397], [9.326, 3.737, 5.468], [10.893, 4.296, 6.078], [10.542, 2.563, 5.969]], "mulliken_spin": [0.00, 0.00, 0.00, 0.00, 0.00, 0.00, 0.00, 0.01, -0.01, 0.00, 0.00, 0.00, 0.00, 0.00, 0.00, 0.00, 0.00, 0.00, 0.00, 0.00, 0.00, 0.00, 0.00, 0.00, 0.00, 0.00, 0.00, 0.00, 0.00, 0.00, 0.00, 0.00, 0.00, 0.00, 0.00, 0.00, 0.00, 0.00, 0.00, 0.00, 0.00, 0.02, 0.00, 0.00, 0.00, 0.00, 0.00, 0.00, 0.00, 0.00, 0.00, 0.00, 0.00, 0.00, 0.00, 0.00, 0.00, 0.00, 0.00, 0.00, 0.00, 0.00, 0.00, 0.00, 0.00, 0.00, 0.00, 0.00, 0.00, 0.00, 0.01, 0.01, 0.03, -0.02, 0.03, 0.02, 0.44, 0.48, 0.01, -0.03, -0.01, 0.00, -0.01, 0.00, 0.00, 0.00, 0.00, 0.00, 0.00, 0.01, -0.01, 0.00, 0.00, 0.01, 0.00, 0.01, 0.00, 0.00, 0.02, 0.02, -0.01, 0.03, -0.02, 0.03, 0.00, 0.39, 0.54, 0.02, -0.03, 0.00, 0.00, -0.01, 0.00, 0.00, 0.00, 0.00, 0.00, 0.00, 0.00, -0.01, 0.00, 0.00, 0.00, 0.00, 0.01, 0.00, 0.00, 0.00]}

---

No. 2
{"formula": "C24H24MgN3O5S", "method": "ωB97M-V/def2-TZVPD", "spin_multiplicity": 1, "homo_ev": -11.315, "charge": 1, "e_tot_ha": -2067.731259, "elements": ["Mg", "C", "C", "N", "C", "C", "C", "C", "C", "C", "C", "C", "C", "N", "C", "H", "H", "H", "H", "H", "H", "H", "H", "O", "C", "O", "C", "N", "C", "C", "C", "H", "H", "H", "H", "H", "H", "H", "H", "H", "C", "C", "C", "C", "C", "C", "C", "S", "O", "O", "O", "H", "H", "H", "H", "H", "H", "H"], "coordinates": [[-0.366, -0.291, 0.680], [-0.447, 4.162, 1.037], [-0.719, 2.863, 0.597], [-0.379, 1.783, 1.273], [0.317, 1.942, 2.436], [0.627, 3.196, 2.951], [0.218, 4.324, 2.219], [1.361, 3.309, 4.186], [1.779, 2.213, 4.836], [1.509, 0.898, 4.314], [1.972, -0.269, 4.944], [1.702, -1.490, 4.398], [0.959, -1.543, 3.214], [0.503, -0.469, 2.597], [0.782, 0.752, 3.139], [-0.754, 5.007, 0.437], [-1.217, 2.697, -0.352], [0.449, 5.314, 2.595], [1.572, 4.297, 4.576], [2.333, 2.296, 5.763], [2.545, -0.188, 5.860], [2.049, -2.405, 4.855], [0.726, -2.498, 2.761], [-4.298, -0.765, 1.778], [-3.390, -0.596, 0.968], [-2.160, -0.832, 1.136], [-3.796, -0.179, -0.453], [-5.308, -0.019, -0.396], [-5.921, -0.992, -1.372], [-4.870, -2.086, -1.466], [-3.559, -1.294, -1.479], [-3.329, 0.765, -0.731], [-5.626, 0.937, -0.524], [-5.472, -0.304, 0.599], [-6.038, -0.471, -2.321], [-6.897, -1.294, -1.003], [-5.010, -2.691, -2.358], [-4.920, -2.744, -0.597], [-3.379, -0.868, -2.466], [-2.688, -1.885, -1.206], [5.455, -1.869, -5.083], [4.355, -1.495, -4.125], [3.877, -0.187, -4.057], [2.851, 0.156, -3.193], [2.302, -0.832, -2.384], [2.757, -2.145, -2.428], [3.781, -2.462, -3.303], [1.087, -0.378, -1.236], [1.724, 0.211, -0.051], [0.137, 0.552, -1.831], [0.351, -1.579, -0.743], [5.984, -0.991, -5.451], [5.051, -2.400, -5.947], [6.181, -2.528, -4.607], [4.313, 0.575, -4.691], [2.480, 1.172, -3.152], [2.311, -2.900, -1.795], [4.144, -3.482, -3.349]], "mulliken_charge": [1.28, -0.90, -0.14, -0.21, 0.05, 1.07, -0.71, -0.96, -0.96, 1.05, -0.65, -0.82, -0.26, 0.07, 0.19, 0.42, 0.50, 0.44, 0.41, 0.41, 0.44, 0.41, 0.48, -0.74, 0.46, -0.51, -0.25, -0.03, -0.60, -0.71, -0.64, 0.28, 0.32, 0.46, 0.33, 0.39, 0.41, 0.30, 0.39, 0.27, -1.39, 0.87, -0.88, -0.58, -0.14, -0.35, -0.79, 2.14, -0.75, -0.70, -0.81, 0.36, 0.30, 0.37, 0.33, 0.45, 0.46, 0.38]}

---

No. 3
{"formula": "C25H31N5O5", "method": "ωB97M-V/def2-TZVPD", "e_above_lowest_kj_mol": 2558.5, "spin_multiplicity": 1, "homo_ev": -8.341, "e_tot_ha": -1620.423786, "elements": ["C", "C", "N", "C", "C", "C", "C", "N", "C", "O", "C", "N", "C", "O", "C", "N", "N", "C", "C", "C", "C", "O", "C", "C", "O", "C", "C", "C", "O", "C", "C", "C", "C", "C", "C", "H", "H", "H", "H", "H", "H", "H", "H", "H", "H", "H", "H", "H", "H", "H", "H", "H", "H", "H", "H", "H", "H", "H", "H", "H", "H", "H", "H", "H", "H", "H"], "coordinates": [[3.276, -3.930, 2.730], [4.213, -4.121, 1.220], [3.992, -3.209, 0.428], [4.174, -3.680, -0.828], [2.748, -4.410, -1.597], [4.495, -2.016, 0.708], [3.625, -0.881, 0.994], [2.795, -0.622, -0.223], [2.761, 0.281, -1.055], [3.188, 1.318, -1.059], [1.721, 0.006, -2.210], [0.398, 0.101, -1.986], [-0.276, -1.069, -1.181], [0.124, -2.110, -1.200], [-1.628, -0.632, -0.643], [-1.930, 0.630, -0.893], [-2.990, 1.293, -0.166], [-2.897, 2.610, 0.014], [-4.018, 3.275, -0.066], [-3.862, 4.930, 0.150], [-2.620, 5.254, 0.495], [-2.491, 6.741, 0.364], [-3.584, 7.614, 0.245], [-1.409, 4.547, 0.437], [-0.392, 5.409, 0.667], [0.864, 4.618, 0.884], [-1.492, 3.278, 0.310], [-3.882, 0.601, 0.242], [-5.160, 0.912, 0.686], [-3.773, -1.007, 0.144], [-4.894, -1.769, 0.447], [-4.866, -3.235, 0.146], [-3.549, -3.708, -0.441], [-2.591, -2.884, -0.634], [-2.540, -1.433, -0.501], [2.171, -3.689, 2.404], [3.514, -3.008, 3.114], [3.385, -4.739, 3.307], [5.232, -4.304, 1.649], [3.762, -5.122, 0.986], [4.186, -2.953, -1.743], [5.011, -4.225, -1.219], [2.578, -5.345, -1.002], [1.900, -3.672, -1.371], [2.737, -4.829, -2.511], [5.277, -1.688, -0.267], [5.292, -2.172, 1.688], [4.040, 0.158, 1.076], [2.911, -1.008, 1.691], [2.164, -1.480, -0.572], [1.827, 0.798, -3.054], [1.830, -0.816, -2.463], [-0.027, 0.967, -1.742], [-4.889, 3.042, -0.441], [-4.857, 5.395, 0.074], [-4.149, 7.683, -0.797], [-4.279, 7.506, 1.152], [-3.157, 8.748, 0.585], [1.650, 5.402, 1.088], [0.998, 3.895, -0.176], [0.780, 3.648, 1.722], [-0.761, 2.462, 0.321], [-5.822, -1.402, 1.035], [-5.608, -3.811, 0.289], [-3.680, -4.869, -0.415], [-1.548, -3.270, -1.039]], "mulliken_charge": [-1.19, -0.84, 0.96, -1.03, -0.93, -0.48, -1.11, 0.19, 1.06, -0.61, -2.27, -0.01, 0.06, -0.49, 0.62, -0.58, 0.43, -0.74, -0.48, -0.68, 0.58, -0.33, -0.81, 1.03, -0.40, -0.58, -0.74, 0.37, -0.78, 0.17, -0.30, -0.66, -0.60, -0.68, 0.88, 0.19, 0.37, 0.52, 0.38, 0.32, 0.25, 0.39, 0.33, 0.09, 0.54, 0.27, 0.25, 0.39, 0.39, -0.27, 0.32, 1.43, 0.30, 0.72, 0.35, 0.27, 0.35, 0.21, 0.29, 0.22, 0.23, 0.50, 0.30, 0.70, 0.24, 0.10]}

---

No. 4
{"formula": "C3H8NO", "method": "ωB97M-V/def2-TZVPD", "e_above_lowest_kj_mol": 480.3, "spin_multiplicity": 1, "homo_ev": -14.447, "charge": 1, "e_tot_ha": -248.652954, "elements": ["C", "C", "C", "N", "O", "H", "H", "H", "H", "H", "H", "H", "H"], "coordinates": [[-1.148, 0.014, -0.306], [-2.513, -0.126, 0.221], [2.479, -0.098, 0.361], [1.199, 0.260, -0.233], [-0.031, -0.121, 0.270], [-1.012, 0.573, -1.610], [-2.597, 0.679, 0.833], [-3.252, 0.145, -0.610], [-2.764, -1.009, 0.849], [3.140, 0.831, 0.346], [2.326, -0.748, 1.298], [3.029, -0.862, -0.241], [1.144, 0.463, -1.178]], "mulliken_charge": [0.33, -0.85, -0.69, -0.18, 0.00, 0.27, 0.36, 0.30, 0.35, 0.27, 0.33, 0.30, 0.22]}

---

No. 5
{"formula": "C3H9O2", "method": "ωB97M-V/def2-TZVPD", "e_above_lowest_kj_mol": 27.6, "spin_multiplicity": 2, "homo_ev": [-10.723, -10.545], "s_squared": 0.754, "e_tot_ha": -270.080941, "elements": ["C", "O", "C", "C", "H", "H", "H", "H", "H", "H", "H", "H", "H", "O"], "coordinates": [[0.140, -0.023, -0.030], [-0.754, -0.122, 1.013], [-0.428, -0.787, -1.268], [-0.089, -0.307, -2.657], [1.170, -0.289, 0.196], [0.240, 1.043, -0.328], [-1.496, -0.798, -1.033], [-0.191, -1.826, -1.033], [-0.512, -1.013, -3.393], [0.935, -0.268, -3.028], [-0.574, 0.623, -2.939], [0.232, 0.584, 2.104], [0.432, 1.614, 3.179], [0.955, 0.973, 2.666]], "mulliken_spin": [0.00, 0.86, 0.02, 0.00, 0.03, 0.09, 0.00, 0.00, 0.00, 0.00, 0.00, 0.00, 0.00, 0.00]}